C58H51BBr3N10O14 as an isolated structure at a distorted geometry, computed with ωB97M-V/def2-TZVPD.

Values from the calculation:
energy relative to the best compared isomer or geometry (same formula, charge and spin) = 447.80 kJ/mol
LUMO level = 0.50 eV
charge = -1
HOMO energy = -7.8 eV
E = -11588.43395 hartree
gap between HOMO and LUMO = 8.3 eV

Each line ends with the Mulliken charge.
Geometry (Å):
H  -1.348  9.741  -2.308  0.38
C  -0.695  -5.694  7.427  -0.48
O  9.263  4.562  1.013  -0.56
O  1.266  -3.005  8.569  -0.55
C  1.151  -5.794  -5.574  -0.22
C  -3.136  3.613  5.529  -0.21
H  -3.701  -8.350  -2.887  0.37
C  6.080  1.599  3.339  -0.31
H  1.963  8.072  -6.025  0.39
H  4.883  -1.564  -0.974  0.35
C  -3.209  1.226  5.360  -0.18
H  2.896  -0.956  -4.614  0.41
H  1.862  -9.521  -5.867  0.35
C  -2.330  3.516  -7.386  -0.17
O  0.243  -4.557  9.702  -0.55
C  2.160  5.845  9.374  -0.20
N  0.516  -3.967  8.633  0.88
H  1.470  2.536  9.403  0.36
H  -2.918  2.509  3.668  0.41
H  2.490  6.664  9.996  0.35
C  -0.244  -4.403  7.422  0.48
O  9.777  2.674  0.149  -0.59
C  1.449  -7.901  -4.529  -0.17
O  -2.532  -2.674  -2.891  -0.70
C  1.561  -7.618  -6.895  -0.21
C  -0.199  0.939  0.540  0.63
H  -2.056  -9.206  -1.255  0.40
C  -1.019  6.875  0.259  -0.39
H  -1.734  -7.129  6.151  0.35
C  1.688  3.702  7.632  -0.48
Br  -9.374  0.481  -0.472  -0.02
H  0.912  -4.743  -5.508  0.43
C  -3.105  2.488  4.732  -0.49
H  2.515  7.321  -8.336  0.37
C  -3.242  2.361  7.482  -0.22
C  8.092  1.399  2.011  -0.20
O  1.086  2.538  -0.883  -0.72
N  -3.260  3.567  6.875  -0.56
C  -1.570  -5.282  5.183  -0.50
H  2.719  4.036  -4.588  0.51
H  5.194  3.556  3.452  0.41
H  -6.508  -11.335  -1.947  0.36
C  -2.082  6.922  -0.627  -0.16
O  -1.258  -1.048  -1.867  -0.49
N  -2.767  3.093  -8.630  -0.55
H  -1.341  3.919  -7.225  0.42
O  -4.385  -13.031  0.902  -0.57
C  -3.147  3.527  -6.282  -0.42
H  1.040  -6.161  -3.400  0.37
C  2.263  6.104  -5.233  -0.32
H  0.088  -2.559  6.359  0.45
H  -3.351  2.400  8.556  0.41
C  -0.964  -4.035  5.142  -0.45
N  -0.112  8.828  -0.925  -0.60
C  1.650  -8.465  -5.794  -0.36
H  -2.207  -5.591  4.368  0.38
H  1.961  6.388  -4.236  0.39
H  2.062  4.410  10.988  0.36
H  6.946  4.622  2.139  0.37
C  -3.262  1.166  6.749  -0.37
N  4.934  -0.438  -4.720  -0.54
C  -3.480  -10.742  -0.539  -0.17
H  1.542  -8.440  -3.597  0.36
Br  -7.762  2.497  1.569  -0.01
C  7.172  0.825  2.949  -0.63
O  -2.953  0.443  -1.332  -0.46
H  1.763  5.146  6.150  0.39
O  0.330  1.188  1.622  -0.69
H  8.947  0.868  1.620  0.42
C  6.016  2.981  3.052  -0.48
H  -5.059  2.916  -5.493  0.39
C  2.523  6.636  -7.502  -0.27
H  -0.504  -6.379  8.240  0.42
C  -1.368  -6.119  6.257  -0.30
H  5.306  1.188  3.970  0.37
N  2.105  6.094  8.007  -0.58
C  1.671  3.524  9.014  -0.19
H  6.900  -0.628  -1.885  0.38
C  3.751  -1.411  -2.768  -0.37
H  -4.371  2.345  -9.683  0.35
H  -3.187  0.349  4.731  0.42
N  9.071  3.386  0.841  0.93
C  2.243  7.046  -6.214  -0.30
C  -3.932  -9.270  -2.371  -0.23
C  -2.245  7.984  -1.519  -0.38
C  6.057  -0.320  -3.892  -0.29
H  -3.375  0.241  7.295  0.38
H  6.923  0.181  -4.298  0.36
H  -2.804  6.129  -0.499  0.37
C  3.831  -0.943  -4.074  -0.25
H  7.260  -0.240  3.103  0.36
C  0.192  1.675  -0.744  0.63
C  1.891  5.013  7.214  -0.08
H  -5.812  -9.497  -3.356  0.36
O  -0.632  1.283  -1.659  -0.46
C  8.047  2.754  1.665  0.18
H  -2.868  -11.081  0.284  0.38
C  6.982  3.544  2.188  -0.26
H  -5.835  2.042  -7.708  0.34
H  -3.173  7.990  -2.071  0.35
C  -5.513  -10.944  -1.794  -0.17
C  -2.368  -1.564  -2.288  0.62
H  -7.466  2.124  -0.820  0.31
H  0.877  7.793  0.653  0.35
H  -1.036  -3.420  4.257  0.48
C  -4.042  2.700  -8.717  -0.17
O  -6.369  -12.843  0.192  -0.56
C  4.927  -1.298  -2.019  -0.20
C  -2.993  -9.720  -1.414  -0.63
C  -4.439  3.003  -6.373  -0.29
H  -2.848  4.607  5.218  0.41
C  2.947  5.276  -7.694  -0.28
C  -3.411  -0.528  -2.056  0.57
B  -1.492  0.173  -1.152  1.19
O  -4.494  -0.559  -2.525  -0.63
H  1.830  -8.053  -7.846  0.34
N  1.257  -6.266  -6.825  -0.51
N  2.965  4.321  -6.672  -0.49
C  1.207  -6.540  -4.397  -0.38
C  -4.681  -11.399  -0.780  0.10
C  2.589  4.747  -5.390  -0.39
C  1.942  4.583  9.929  -0.37
C  -0.338  -3.548  6.284  -0.61
H  -2.712  3.750  -5.319  0.41
C  -5.150  -9.917  -2.613  -0.56
C  -4.884  2.547  -7.627  -0.32
H  2.903  -1.910  -2.322  0.44
H  -0.827  6.061  0.943  0.40
Br  -9.413  3.775  -0.797  -0.01
C  -0.005  7.881  0.036  -0.10
H  1.312  2.995  6.907  0.43
O  -1.095  0.064  0.214  -0.50
C  -1.250  8.874  -1.671  -0.22
C  6.058  -0.752  -2.551  -0.29
H  3.330  4.935  -8.644  0.38
C  -8.396  2.204  -0.256  -0.27
N  -5.206  -12.526  0.134  0.92

Force components x, y, z for each atom (eV/Å):
H 0.126 -0.053 -0.298
C -0.608 -0.661 -1.440
O -0.286 0.917 -0.159
O -0.460 -0.851 -0.361
C -0.802 0.363 -0.362
C 0.707 -0.041 1.379
H 0.074 -0.075 -0.404
C 0.485 0.535 0.490
H -0.014 0.019 0.202
H 0.217 -0.206 0.122
C 0.131 1.041 0.001
H 0.117 0.005 -0.626
H 0.088 0.005 -0.315
C -1.260 -0.325 -1.566
O 0.663 0.711 -1.921
C 0.237 -0.681 -1.968
N -0.910 0.324 1.731
H -0.051 -0.110 0.165
H -0.139 0.275 -0.064
H -0.290 0.270 -0.031
C 0.851 0.845 -0.562
O -0.380 -0.180 -0.189
C 0.152 0.523 0.082
O 0.798 4.244 2.550
C -0.067 1.068 0.595
C 2.684 1.618 1.944
H -0.041 -0.105 0.103
C 1.502 1.727 -1.706
H -0.090 -0.105 0.387
C -0.618 1.290 1.529
Br 0.554 1.243 0.164
H 0.059 0.223 -0.031
C 0.131 -1.119 0.498
H 0.022 0.000 -0.079
C -1.006 0.863 -1.552
C 0.180 0.482 0.684
O -2.478 -2.543 0.564
N 0.591 -0.898 0.157
C 0.194 0.077 -0.091
H -0.382 -0.004 0.023
H 0.112 0.192 -0.098
H 0.029 -0.495 0.247
C 0.102 -0.385 1.390
O 1.399 -1.083 -0.085
N 0.440 1.126 1.517
H 0.361 -0.295 -0.709
O 0.128 0.681 -1.028
C -0.489 -0.832 0.345
H 0.062 0.507 -0.186
C -0.343 -1.472 2.469
H 0.060 0.002 -0.154
H 0.158 -0.221 0.135
C -0.112 0.690 0.777
N -0.010 -0.758 0.982
C -0.263 0.868 0.640
H 0.220 -0.198 -0.195
H 0.107 0.220 0.232
H -0.222 -0.028 0.015
H 0.262 0.027 -0.716
C -0.107 0.378 0.108
N 0.778 -0.186 3.123
C 1.227 -0.325 -0.516
H -0.071 -0.549 -0.145
Br -0.280 -0.316 -0.309
C 0.310 1.202 -2.381
O 1.822 0.777 0.946
H 0.291 0.720 -0.175
O -1.544 -1.032 -1.673
H -0.114 -0.422 0.023
C 1.191 -1.215 -1.311
H -0.055 -0.065 0.033
C 1.134 -1.906 -0.378
H -0.070 0.190 0.082
C 0.066 -0.164 0.720
H -0.018 -0.195 0.037
N 0.078 -1.640 1.178
C 0.284 0.000 0.550
H 0.325 0.154 -0.299
C 1.879 0.157 0.017
H 0.039 0.080 -0.252
H -0.073 -0.190 0.150
N 0.950 -0.861 0.549
C -0.316 -0.004 -1.291
C 1.051 -0.034 0.237
C -1.285 -1.857 0.189
C -2.263 -0.628 -0.398
H 0.204 -0.209 -0.132
H 0.028 -0.138 -0.289
H -0.403 0.092 -0.415
C 0.319 0.181 -0.699
H -0.132 0.044 0.422
C 2.633 3.102 -0.168
C -0.301 0.820 0.530
H -0.126 -0.201 -0.001
O -0.837 -0.502 -1.272
C -2.664 -0.163 1.352
H 0.048 -0.057 0.074
C 0.085 -0.373 1.276
H -0.142 0.187 -0.184
H 0.089 0.330 -0.318
C -1.089 -0.974 0.063
C -0.368 -4.686 -3.026
H -0.517 0.040 -0.226
H 0.335 0.562 -0.176
H -0.054 0.116 0.017
C 0.896 -0.623 0.384
O -0.392 0.687 -1.287
C -1.455 -0.311 0.370
C -2.958 -0.805 0.467
C 0.143 -0.250 -0.985
H -0.556 0.110 -0.701
C -0.721 -0.126 2.790
C -1.107 -0.083 -0.273
B -0.232 1.414 -0.603
O -2.063 -0.228 -0.758
H -0.375 0.346 -0.421
N 1.015 -2.276 0.878
N -0.403 2.255 0.267
C 0.184 -1.067 -0.732
C -0.753 0.234 0.036
C 1.095 1.103 -4.093
C 0.147 -0.266 -1.965
C 0.247 -0.945 0.992
H -0.122 0.371 0.084
C 1.280 1.293 0.414
C 0.221 0.613 1.350
H -0.342 0.346 -0.309
H -0.217 0.056 0.117
Br 0.243 -0.713 -0.097
C -1.868 -0.721 -0.933
H 0.423 -0.388 0.153
O -0.733 -0.968 1.913
C 1.648 0.978 1.140
C 0.375 0.646 -0.998
H -0.213 -0.098 -0.114
C 0.041 -0.280 0.461
N 1.529 0.200 1.588